Entry 1:
DFT (ωB97M-V/def2-TZVPD) results for a 2-piece molecular cluster, C5H10NO2 overall.

Atoms and positions in Å:
O 1.345 2.478 2.164
O 1.838 -1.341 -0.043
N 1.304 2.048 0.960
C -1.608 -1.125 -0.454
C 0.062 0.357 -1.614
C -0.835 0.190 -0.399
C 0.000 -0.066 0.867
C 1.132 -0.872 0.902
H -2.254 -1.194 -1.236
H 0.493 1.269 -1.553
H 1.337 -1.022 2.025
H 0.991 -0.316 -1.541
H -1.500 1.115 -0.065
H 1.966 1.284 0.850
H -2.302 -1.296 0.429
H -0.854 -1.980 -0.698
H -0.589 0.145 1.867
H -0.526 0.327 -2.461

Output
Kohn-Sham gap = 7.0 eV
largest force on an atom = 3.58 eV/A
molar mass = 116.1 g mol⁻¹
ΔE to the lowest compared entry with this formula, charge and spin = 5.885 eV
net charge = -1
calculated total energy = -401.61056 hartree



Entry 2:
DFT (ωB97M-V/def2-TZVPD) results for one molecule with the formula C9H10O3.

Atoms and positions in Å:
O 0.406 2.146 0.375
O -0.890 -2.442 -0.108
O 1.632 -0.870 1.425
C -2.505 -0.690 -0.147
C 2.155 -0.330 -0.898
C 3.468 0.325 -0.521
C -1.824 1.680 -0.125
C -0.544 1.188 0.115
C -2.809 0.689 -0.255
C -1.228 -1.130 -0.021
C -0.227 -0.139 0.092
C 1.213 -0.486 0.366
H 1.566 0.169 -1.635
H -0.037 3.018 0.203
H 2.328 -1.307 -1.379
H -2.031 2.775 -0.052
H -3.854 0.870 -0.368
H 4.155 0.414 -1.362
H 3.951 -0.246 0.268
H 3.433 1.408 -0.210
H -1.554 -3.028 -0.511
H -3.343 -1.384 -0.134

Output
Kohn-Sham gap = 9.5 eV
largest force on an atom = 2.08 eV/A
molar mass = 166.2 g mol⁻¹
ΔE to the lowest compared entry with this formula, charge and spin = 1.162 eV
calculated total energy = -574.64325 hartree
SMILES = CCC(=O)c1c(O)cccc1O



Entry 3:
DFT (ωB97M-V/def2-TZVPD) results for a 2-piece molecular cluster, C2H7NS2 overall.

Atoms and positions in Å:
S 1.826 -0.384 -1.677
S 1.441 0.875 -3.307
N -1.545 -0.806 2.652
C -2.605 -0.716 3.550
C -2.924 0.349 4.277
H -3.641 0.159 5.057
H -0.910 -1.580 2.778
H -0.934 -0.006 2.564
H 2.460 1.699 -3.038
H 0.662 -0.098 -1.083
H -2.514 1.318 4.029
H -3.169 -1.624 3.702

Output
Kohn-Sham gap = 8.6 eV
largest force on an atom = 1.07 eV/A
molar mass = 109.2 g mol⁻¹
ΔE to the lowest compared entry with this formula, charge and spin = 1.058 eV
calculated total energy = -931.48468 hartree
SMILES = C=CN.SS



Entry 4:
DFT (ωB97M-V/def2-TZVPD) results for a 11-piece molecular cluster, C3H27O11 overall.

Atoms and positions in Å:
O -3.629 1.229 0.701
O -1.541 0.006 2.290
O -2.694 1.637 -2.903
O 1.242 1.983 -1.111
O -4.260 -0.372 -1.198
O 3.922 1.190 -1.986
O 3.202 0.718 1.186
O -1.108 -2.700 2.350
O 0.398 2.210 2.398
O 1.910 -1.385 2.790
O 0.600 0.128 0.557
C 1.742 -1.121 -1.227
C 0.462 -0.942 -0.297
C -0.685 -0.593 -1.262
H 1.610 -1.014 1.927
H 2.820 -1.685 2.720
H -3.800 0.464 0.102
H 2.468 0.316 0.675
H -3.370 2.012 0.235
H 0.235 -1.830 0.291
H 3.844 0.003 1.264
H -1.551 -0.369 -0.714
H 3.451 0.824 -2.718
H -0.465 0.337 -1.847
H 2.713 -0.841 -0.737
H -0.362 -3.095 1.933
H 1.580 -0.570 -2.192
H -0.835 0.192 1.619
H 1.781 -2.173 -1.404
H 0.725 1.625 1.721
H 0.805 1.274 -0.574
H -0.868 -1.334 -2.028
H -4.105 -1.095 -0.600
H 4.442 0.517 -1.579
H -1.080 -1.752 2.094
H -5.164 -0.489 -1.305
H 0.750 1.857 3.239
H 2.115 1.672 -1.304
H -2.227 2.254 -2.319
H -2.708 0.775 -2.570
H -2.364 0.136 1.780

Output
Kohn-Sham gap = 7.7 eV
largest force on an atom = 3.05 eV/A
molar mass = 239.2 g mol⁻¹
ΔE to the lowest compared entry with this formula, charge and spin = 1.307 eV
net charge = -1
calculated total energy = -958.15102 hartree



Entry 5:
DFT (ωB97M-V/def2-TZVPD) results for a 11-piece molecular cluster, C33H77N11O11 overall.

Atoms and positions in Å:
O 0.801 -1.201 -7.736
O -2.070 6.996 1.599
O -0.019 -0.916 -2.073
O 2.089 -5.704 0.640
O 2.206 2.819 -0.532
O -3.151 3.506 0.974
O -2.546 3.071 -5.070
O 6.301 -4.549 3.069
O -7.552 -0.346 0.773
O 4.332 -2.871 -4.103
O -0.784 -4.082 4.969
N 4.204 -2.949 -1.863
N -0.809 5.168 2.124
N -5.115 4.293 0.113
N 0.506 -0.854 0.156
N 4.062 -4.206 3.483
N -0.111 -5.891 0.524
N -5.747 -1.713 0.303
N -1.002 -1.773 4.698
N 4.437 2.888 -0.951
N 1.720 0.046 -6.160
N -1.925 4.429 -3.232
C -0.330 -2.874 4.959
C 3.149 -4.665 4.543
C 1.050 -0.952 -6.562
C -1.220 5.099 3.534
C 0.535 -0.363 -1.113
C 1.102 -5.897 0.028
C -4.813 -0.572 0.154
C 5.698 3.688 -0.798
C -1.325 -6.208 -0.269
C -0.532 -5.602 1.849
C 5.224 -4.908 3.535
C 3.495 -3.633 -0.712
C 4.196 1.912 -2.004
C 1.919 0.405 -4.773
C -5.262 3.275 -0.881
C -0.067 -2.143 0.463
C 3.319 3.384 -0.331
C -0.135 3.969 1.600
C -7.072 -1.403 0.535
C 5.221 -2.044 -1.559
C -2.626 5.614 -3.623
C -1.200 6.145 1.329
C 3.943 -2.789 3.009
C -4.943 -2.914 0.371
C -1.110 4.226 -2.085
C 1.121 -0.160 1.351
C -6.105 5.329 0.162
C -2.404 -1.620 4.349
C -1.910 3.356 -4.062
C 3.932 -3.368 -3.086
C -4.070 4.330 0.990
C -0.378 -0.476 4.920
C 1.869 1.340 -6.965
H -2.041 -6.891 0.188
H 1.482 -0.392 -4.173
H -3.119 6.219 -2.862
H 4.976 1.182 -2.216
H -5.421 -3.559 1.108
H -0.686 -0.348 5.958
H 1.115 0.559 -1.274
H 1.766 0.685 1.110
H -4.236 5.074 1.784
H -6.704 5.387 -0.747
H 3.659 -5.405 5.160
H 5.925 -2.258 -0.755
H -2.941 -1.156 5.176
H 0.298 4.087 0.607
H 0.689 -1.562 -5.720
H 2.724 1.967 -6.709
H 0.710 -0.495 4.973
H -1.027 -6.550 -1.261
H 0.716 -2.620 5.191
H 3.342 4.199 0.408
H 5.993 3.906 0.229
H 3.592 -2.187 3.847
H 3.640 -4.696 -0.907
H 0.643 3.667 2.301
H 1.680 1.441 -4.531
H -5.830 6.377 0.282
H 1.631 -0.815 2.058
H 2.424 -3.449 -0.802
H 3.279 -2.716 2.148
H -2.980 -2.528 4.172
H -0.789 0.372 4.371
H 0.296 -5.775 2.536
H -0.188 4.751 -2.333
H -4.746 3.544 -1.802
H -0.234 5.028 3.993
H -4.013 -0.561 0.894
H -1.998 6.276 -4.219
H 5.439 4.678 -1.174
H -1.898 -5.281 -0.242
H -1.613 4.125 3.827
H -4.029 -2.705 0.928
H -0.499 -2.078 1.461
H -0.677 6.222 0.363
H 0.496 -3.065 0.316
H -1.796 5.950 3.898
H 3.496 1.149 -1.663
H 4.945 -2.442 2.755
H -6.296 3.037 -1.129
H -7.566 -2.385 0.597
H -5.345 0.369 0.300
H 1.066 -6.431 -0.935
H 3.956 2.387 -2.955
H -1.331 -6.333 1.979
H -0.724 3.054 1.654
H -4.884 2.336 -0.477
H 5.075 -5.964 3.808
H 3.895 -3.229 0.218
H -4.667 -3.316 -0.605
H 4.892 -1.047 -1.266
H 5.755 -1.747 -2.461
H -0.544 3.339 -1.800
H 2.657 -3.871 5.104
H 2.985 0.398 -4.546
H -0.903 -2.348 -0.205
H 3.216 -4.205 -3.119
H 1.858 1.257 -8.052
H -6.713 5.027 1.015
H -1.336 2.562 -3.559
H 0.995 1.945 -6.725
H -4.323 -0.710 -0.809
H 6.460 3.148 -1.359
H -2.598 -0.775 3.688
H -0.733 -4.531 1.864
H -1.602 4.559 -1.171
H 2.229 -4.997 4.062
H -3.391 5.238 -4.303
H 0.333 0.270 1.970

Output
Kohn-Sham gap = 8.6 eV
largest force on an atom = 7.74 eV/A
molar mass = 804.0 g mol⁻¹
ΔE to the lowest compared entry with this formula, charge and spin = 12.525 eV
calculated total energy = -2733.30519 hartree
SMILES = CN(C)C=O.CN(C)C=O.CN(C)C=O.CN(C)C=O.CN(C)C=O.CN(C)C=O.CN(C)C=O.CN(C)C=O.CN(C)C=O.CN(C)C=O.CN(C)C=O



Entry 6:
DFT (ωB97M-V/def2-TZVPD) results for one molecule with the formula C20H24FN3O3.

Atoms and positions in Å:
F 1.779 1.048 -0.733
O -2.259 -3.014 -0.889
O 0.264 -0.831 2.407
O -2.556 2.419 -3.884
N -1.401 1.073 -2.508
N 1.588 -0.536 2.379
N -2.059 -1.610 0.871
C -2.493 1.387 -3.242
C -3.463 -0.899 -2.493
C -0.253 1.968 -2.497
C 3.692 -1.600 1.671
C -1.256 -0.141 -1.743
C 4.287 -0.198 1.584
C 1.275 -2.563 1.488
C -2.316 -1.896 -0.432
C 0.072 -2.054 1.873
C -0.758 3.923 0.712
C 0.935 2.002 -0.264
C 1.082 2.419 1.046
C -2.613 -0.651 -1.255
C 4.293 -2.378 2.847
C -0.043 2.511 -1.109
C -3.677 0.432 -3.206
C -0.892 3.483 -0.593
C -1.340 -2.527 1.734
C 0.223 3.388 1.532
C 2.210 -1.549 1.839
H 3.874 -3.380 2.903
H 5.371 -2.459 2.727
H -1.424 4.682 1.092
H -1.826 -2.566 2.714
H -0.776 -0.922 -2.350
H 3.869 0.335 0.734
H -0.480 2.775 -3.198
H 1.839 1.965 1.665
H 4.060 0.357 2.490
H 0.633 1.423 -2.838
H 5.366 -0.255 1.463
H -4.483 0.991 -2.720
H -3.085 0.112 -0.627
H -3.990 0.275 -4.240
H 0.320 3.722 2.553
H -2.050 -0.646 1.167
H -4.425 -1.336 -2.221
H 1.473 -3.504 1.022
H -0.602 0.065 -0.890
H 4.085 -1.861 3.781
H -2.948 -1.612 -3.138
H -1.364 -3.511 1.265
H -1.662 3.887 -1.233
H 3.906 -2.145 0.745

Output
Kohn-Sham gap = 9.9 eV
largest force on an atom = 1.24 eV/A
molar mass = 373.4 g mol⁻¹
ΔE to the lowest compared entry with this formula, charge and spin = 1.466 eV
calculated total energy = -1266.38942 hartree
SMILES = CC(C)c1cc(CNC(=O)[C@@H]2CCC(=O)N(Cc3ccccc3F)C2)on1